76
Properties=species:S:1:pos:R:3 method="wB97M-V/def2-TZVPD" gap_ev="5.9 / 5.3" homo_ev="-3.623 / -5.061" e_lumo_ev="2.24 / 0.29" energy_ev=-211480.3135 spin_multiplicity=4 total_charge=-1
Pd 0.77 -0.01 0.38
S 2.21 0.25 -1.85
C 2.70 1.66 -0.95
S 1.47 2.49 -0.06
C 4.01 2.08 -0.93
C 4.42 3.15 -0.07
N 4.77 4.00 0.62
C 5.02 1.43 -1.71
N 5.83 0.93 -2.36
C -1.83 0.86 2.34
Si -1.99 -0.29 0.83
C -1.49 -2.07 1.29
C -3.87 -0.46 0.64
Ge -0.98 0.72 -1.15
Si -1.66 -0.55 -3.05
C -1.02 0.29 -4.60
C -3.51 -0.83 -3.27
C -0.83 -2.23 -2.92
Si -2.00 2.87 -1.30
C -1.86 3.90 0.27
C -1.15 3.81 -2.69
C -3.84 2.79 -1.69
H -1.82 0.29 3.28
H -2.68 1.54 2.38
H -0.92 1.47 2.30
H -2.02 -2.40 2.19
H -0.43 -2.20 1.44
H -1.78 -2.74 0.47
H -4.30 -0.74 1.61
H -4.14 -1.23 -0.09
H -4.32 0.48 0.33
H -1.60 1.19 -4.84
H -1.06 -0.38 -5.47
H 0.02 0.60 -4.45
H -4.05 0.11 -3.35
H -3.92 -1.39 -2.43
H -3.69 -1.41 -4.19
H 0.19 -2.10 -2.55
H -0.78 -2.74 -3.89
H -1.38 -2.88 -2.23
H -0.82 3.98 0.61
H -2.44 3.46 1.08
H -2.24 4.91 0.09
H -0.06 3.73 -2.56
H -1.42 4.87 -2.69
H -1.40 3.39 -3.66
H -4.39 2.35 -0.85
H -4.04 2.19 -2.58
H -4.22 3.80 -1.86
C 0.74 -1.08 4.32
C 2.11 -0.73 3.76
S 2.06 0.46 2.40
O 3.45 0.50 1.87
C 1.82 1.98 3.38
C 3.13 2.43 4.03
H 0.82 -1.85 5.08
H 0.09 -1.46 3.53
H 0.25 -0.22 4.77
H 2.60 -1.60 3.31
H 2.79 -0.31 4.51
H 1.03 1.76 4.10
H 1.46 2.71 2.66
H 3.26 2.01 5.02
H 3.15 3.52 4.10
H 3.97 2.13 3.40
Se 2.61 -1.96 0.14
C 2.18 -3.76 -0.32
C 3.21 -4.70 -0.36
C 2.90 -6.01 -0.65
N 1.67 -6.45 -0.92
C 0.69 -5.54 -0.89
C 0.89 -4.20 -0.59
H 4.23 -4.39 -0.16
H 3.69 -6.76 -0.68
H -0.30 -5.90 -1.11
H 0.06 -3.51 -0.57